19
Properties=species:S:1:pos:R:3:mulliken_charge:R:1 method="wB97M-V/def2-TZVPD" de_lowest_ev=1.461 molar_mass_g_mol=74.17 e_homo_ev=-10.9 smiles=CCC.CC orbital_gap_ha=0.4438
H -0.280 2.633 1.439 0.289
H -1.200 -1.431 -0.546 0.059
H -1.127 -4.103 -0.657 0.354
H 2.105 3.040 1.057 0.296
H 1.148 3.593 -0.291 0.282
H 0.561 1.238 1.582 0.265
H 0.456 -4.029 -0.501 0.245
C 0.252 1.942 0.779 -0.198
C -0.624 1.262 -0.260 -1.099
C -0.567 -2.235 0.127 -0.436
H -1.180 1.846 -0.983 0.395
H -1.383 0.644 0.160 0.316
H 2.064 1.997 -0.391 0.300
C -0.456 -3.371 -0.804 -1.052
H -1.138 -2.565 1.116 0.273
H -0.537 -3.157 -1.868 0.306
C 1.413 2.663 0.226 -1.092
H 0.036 0.619 -0.920 0.237
H 0.362 -1.892 0.389 0.260